10
Properties=species:S:1:pos:R:3:lowdin_charge:R:1 method="wB97M-V/def2-TZVPD" charge=0 total_energy_ha=-338.548398 e_homo_ev=-10.05 fmax_ha_per_bohr=0.13644 homo_lumo_gap_ev=10.58
H -1.44 1.50 -0.95 0.1151
N -0.62 1.47 -0.22 0.1545
C -0.39 0.26 0.05 -0.5340
N -1.10 -0.97 -0.11 0.0954
O 0.68 0.21 1.02 0.0511
C 1.71 0.09 0.24 -0.3397
O 1.67 -0.22 -0.99 0.0004
H -1.21 -1.53 0.82 0.1379
H -2.11 -0.88 -0.54 0.1432
H 2.81 0.07 0.68 0.1761

---

86
Properties=species:S:1:pos:R:3:lowdin_charge:R:1 method="wB97M-V/def2-TZVPD" charge=0 total_energy_ha=-3563.385536 e_homo_ev=-6.95 fmax_ha_per_bohr=0.00706 homo_lumo_gap_ev=6.54
Ca -0.14 0.30 -0.33 1.2000
C -1.58 2.37 -2.92 -0.0053
C -0.35 1.76 -3.50 -0.2926
C 0.13 2.18 -4.74 -0.0105
C 1.29 1.62 -5.24 -0.0390
C 1.90 0.60 -4.53 -0.0137
C 1.34 0.20 -3.32 -0.2258
N 0.27 0.81 -2.80 0.0932
C 1.89 -0.97 -2.58 -0.2199
C 2.68 -1.91 -3.22 0.0015
C 3.10 -3.02 -2.53 -0.0251
C 2.74 -3.17 -1.20 0.0083
C 1.98 -2.17 -0.61 -0.2123
N 1.58 -1.09 -1.29 0.0625
C 1.64 -2.21 0.85 -0.2078
C 2.05 -3.26 1.67 -0.0018
C 1.83 -3.15 3.04 -0.0410
C 1.27 -2.00 3.55 -0.0214
C 0.87 -1.00 2.67 -0.3408
C 0.33 0.31 3.15 -0.0270
N 1.00 -1.15 1.35 0.0672
H -1.32 3.26 -2.33 0.0691
H -2.09 1.66 -2.27 0.0784
H -2.27 2.67 -3.70 0.0884
H -0.39 2.96 -5.28 0.1169
H 1.70 1.95 -6.18 0.1130
H 2.79 0.13 -4.91 0.1086
H 2.91 -1.81 -4.27 0.1125
H 3.69 -3.79 -3.02 0.1164
H 3.06 -4.04 -0.65 0.1045
H 2.54 -4.13 1.28 0.1037
H 2.14 -3.95 3.70 0.1140
H 1.14 -1.86 4.61 0.1155
H 0.44 0.41 4.23 0.0846
H -0.72 0.43 2.90 0.0380
H 0.87 1.13 2.66 0.0716
C 3.73 0.67 0.86 -0.1662
Si 3.02 2.25 0.15 0.3722
C 3.62 3.64 1.29 -0.1714
C 3.82 2.48 -1.56 -0.1628
N 1.30 2.17 0.09 -0.1819
C 0.57 3.30 -0.14 -0.3726
C 1.02 4.52 -0.70 -0.0518
C 0.20 5.62 -0.88 -0.1027
C -1.14 5.60 -0.51 -0.1150
C -1.65 4.42 0.02 -0.0512
C -0.81 3.34 0.16 -0.2481
F -1.38 2.16 0.62 -0.0937
H 4.80 0.83 1.06 0.0339
H 3.66 -0.17 0.17 0.0104
H 3.26 0.39 1.81 0.0163
H 4.70 3.75 1.21 0.0281
H 3.38 3.40 2.33 0.0261
H 3.16 4.60 1.05 0.0161
H 4.82 2.03 -1.58 0.0260
H 3.93 3.53 -1.83 0.0201
H 3.22 2.00 -2.33 0.0053
H 2.05 4.59 -1.02 0.0816
H 0.62 6.52 -1.31 0.1000
H -1.78 6.46 -0.64 0.0937
H -2.69 4.31 0.31 0.1185
O -0.46 -2.53 -3.47 -0.5904
S -1.59 -2.36 -2.54 0.6359
N -1.46 -1.48 -1.38 -0.5575
C -3.47 -3.57 3.31 -0.2004
N -3.00 -3.86 1.96 -0.1475
C -4.15 -3.84 1.05 -0.1878
N -4.92 -2.60 1.10 -0.1522
C -5.32 -2.35 2.48 -0.2012
N -4.21 -2.31 3.43 -0.1555
C -3.35 -1.16 3.19 -0.3395
P -2.57 -1.14 1.49 0.9851
C -1.98 -2.90 1.54 -0.3364
C -4.14 -1.48 0.56 -0.3369
H -2.61 -3.54 3.99 0.1228
H -4.13 -4.38 3.63 0.1235
H -4.81 -4.66 1.33 0.1243
H -3.80 -4.00 0.03 0.1262
H -5.99 -3.16 2.78 0.1237
H -5.87 -1.41 2.53 0.1236
H -2.56 -1.14 3.94 0.0781
H -3.93 -0.24 3.32 0.0849
H -1.12 -2.98 2.22 0.0686
H -1.62 -3.15 0.54 0.0561
H -3.87 -1.68 -0.47 0.0511
H -4.77 -0.58 0.57 0.0866

---

13
Properties=species:S:1:pos:R:3:lowdin_charge:R:1 method="wB97M-V/def2-TZVPD" charge=0 smiles="CN1CN=CC1=O" total_energy_ha=-340.729138 e_homo_ev=-9.54 fmax_ha_per_bohr=0.09184 homo_lumo_gap_ev=9.85
C -1.39 1.02 -0.05 -0.0911
N -0.28 0.23 0.25 -0.0588
C -0.17 -1.33 -0.37 -0.0816
N 1.23 -1.56 -0.26 0.0430
C 1.85 -0.58 0.29 -0.0341
C 1.00 0.61 0.63 -0.4503
O 1.30 1.71 1.06 0.0624
H -2.17 0.45 -0.51 0.0815
H -1.91 1.58 0.62 0.0509
H -1.10 1.70 -0.89 0.1108
H -0.52 -1.26 -1.43 0.1330
H -0.79 -1.96 0.23 0.1070
H 2.94 -0.60 0.45 0.1273

---

60
Properties=species:S:1:pos:R:3:lowdin_charge:R:1 method="wB97M-V/def2-TZVPD" charge=-1 total_energy_ha=-1951.935629 e_homo_ev=-5.00 fmax_ha_per_bohr=0.02124 homo_lumo_gap_ev=7.34
Pt -0.58 -0.50 -0.24 1.1114
C 2.56 -2.40 -0.30 -0.0075
C 2.49 -0.93 -0.51 -0.3254
N 1.42 -0.17 -0.62 0.0070
C 1.86 1.11 -0.96 -0.0757
C 3.22 1.08 -1.01 -0.0755
N 3.59 -0.20 -0.72 0.1770
C 4.31 2.06 -1.30 -0.5337
O 3.94 3.25 -1.64 0.0931
O 5.47 1.68 -1.18 0.0445
C 0.97 2.26 -1.37 -0.5573
O 1.59 3.35 -1.61 0.0347
O -0.24 2.09 -1.38 0.0221
H 1.57 -2.79 -0.13 0.0445
H 3.19 -2.65 0.55 0.0773
H 2.97 -2.87 -1.20 0.0916
H 4.56 -0.49 -0.71 0.1683
H 2.83 3.25 -1.72 -0.0012
O -4.72 -0.41 0.45 0.0212
C -3.52 -0.33 0.70 -0.6876
O -2.62 -0.59 -0.18 -0.2179
C -3.18 0.06 2.15 -0.3051
P -1.61 0.70 2.82 1.0505
C -1.36 2.27 1.91 -0.3877
C -2.30 2.79 1.04 -0.0868
C -2.12 4.05 0.47 -0.0790
C -0.98 4.79 0.76 -0.0889
C -0.04 4.27 1.64 -0.0884
C -0.23 3.04 2.22 -0.1178
C -0.37 -0.51 2.18 -0.4736
C 0.97 -0.38 2.64 -0.1165
C 1.81 -1.45 2.71 -0.1013
C 1.35 -2.74 2.36 -0.1349
C 0.09 -2.90 1.86 -0.1017
C -0.77 -1.78 1.72 -0.2144
H -3.43 -0.82 2.76 0.0817
H -3.94 0.80 2.44 0.0806
H -3.17 2.22 0.75 0.0996
H -2.85 4.42 -0.23 0.1050
H -0.82 5.75 0.29 0.1014
H 0.86 4.84 1.87 0.1018
H 0.49 2.67 2.95 0.0840
H 1.31 0.59 2.99 0.0918
H 2.81 -1.33 3.10 0.1047
H 2.00 -3.59 2.48 0.1061
H -0.28 -3.88 1.58 0.1104
H -1.82 -1.98 1.55 0.0892
C -0.27 -3.04 -2.71 -0.1047
C -1.32 -1.96 -2.86 -0.4990
C -2.66 -2.46 -2.34 -0.1011
C -0.90 -0.61 -2.27 -0.2556
H -0.57 -3.96 -3.21 0.0691
H -0.14 -3.27 -1.65 0.0524
H 0.70 -2.73 -3.11 0.0707
H -1.44 -1.77 -3.94 0.1255
H -2.61 -2.65 -1.26 0.0624
H -2.94 -3.39 -2.84 0.0692
H -3.45 -1.73 -2.49 0.0789
H 0.00 -0.25 -2.78 0.0517
H -1.68 0.13 -2.46 0.0591